A molecular structure, C28H45AlCl2N2PS, computed with ωB97M-V/def2-TZVPD.

Element x y z (Å)
P -2.67963 -2.65742 -1.17365
C -4.51048 -2.39710 -0.62524
C -5.63800 -3.21882 -1.28463
C -7.02090 -2.74288 -0.81811
C -7.16600 -2.56185 0.70453
C -5.95159 -1.89010 1.35388
C -4.62291 -2.50320 0.89378
C -2.26018 -4.37796 -0.50915
C -3.40794 -5.37614 -0.60903
C -2.91441 -6.78738 -0.27346
C -2.20306 -6.86291 1.07943
C -1.20917 -5.71087 1.33174
C -1.74775 -4.33474 0.93514
C -3.01177 -3.13582 -2.96253
C -3.61270 -1.95943 -3.73985
C -4.08692 -2.43293 -5.12258
C -2.99679 -3.15473 -5.92713
C -2.24349 -4.21897 -5.12000
C -1.82652 -3.72780 -3.72899
H -4.65362 -1.33975 -0.91414
H -5.54233 -4.27908 -1.02073
H -5.59944 -3.17945 -2.38484
H -7.78626 -3.44439 -1.17685
H -7.22676 -1.77878 -1.29862
H -8.07305 -1.97502 0.91147
H -7.31401 -3.54799 1.16596
H -5.94906 -0.82629 1.08530
H -6.02658 -1.95249 2.44510
H -3.78856 -1.97860 1.37714
H -4.59016 -3.55482 1.21953
H -1.43227 -4.70243 -1.16493
H -2.22210 -7.09403 -1.06662
H -3.88063 -5.39252 -1.60389
H -4.18660 -5.10060 0.11609
H -3.76754 -7.47817 -0.29467
H -1.68368 -7.82831 1.15379
H -2.96212 -6.84575 1.87316
H -0.92546 -5.70325 2.39019
H -0.29944 -5.90577 0.74982
H -0.96557 -3.57142 1.03960
H -2.56414 -4.05459 1.61914
H -3.76898 -3.93231 -2.87695
H -4.45739 -1.50163 -3.20232
H -2.84348 -1.18278 -3.86028
H -4.93688 -3.11809 -5.00082
H -4.46034 -1.57471 -5.69314
H -2.26876 -2.40376 -6.25767
H -3.43137 -3.60750 -6.82894
H -1.34767 -4.52990 -5.67229
H -2.87478 -5.11109 -5.02271
H -1.34907 -4.54627 -3.17345
H -1.06703 -2.94982 -3.85404
Al -0.85845 -0.78393 -0.66009
Cl 0.31025 -2.26346 -1.82658
Cl -2.68305 0.39840 -0.42766
C 0.18201 -0.96916 0.99956
H 1.25270 -1.03077 0.74933
C -0.01161 -1.01795 2.38827
C 1.07833 -0.71217 3.29751
C 1.00249 -1.01043 4.64876
C -0.17290 -1.57224 5.18352
C -1.29727 -1.75641 4.36095
C -1.24665 -1.43985 3.00960
H 1.97796 -0.24118 2.88755
H 1.84632 -0.80881 5.31668
H -2.23249 -2.13854 4.78060
H -2.13333 -1.51887 2.36904
H -0.22947 -1.84936 6.23357
S 0.48560 1.06539 -1.73799
C 1.45683 1.92549 -0.63707
N 1.19900 3.17587 -0.17590
C 2.39153 3.87358 0.29574
C 3.47471 2.80108 0.19161
N 2.73027 1.62720 -0.25510
H 0.34145 3.65022 -0.42790
H 2.26438 4.21721 1.32839
H 2.59190 4.73541 -0.35295
H 3.96592 2.61933 1.15205
H 4.23263 3.05300 -0.55929
H 3.18754 0.78524 -0.58344

Values from the calculation:
total charge = -1
highest occupied orbital energy = -1.4 eV
HOMO-LUMO gap = 3.60 eV
strongest force on any atom = 0.05658 Eh/bohr


6 unconnected molecules or ions with the total composition C28H45F5N6O10, computed with ωB97M-V/def2-TZVPD.

Element x y z (Å)
O 0.08723 1.58691 2.76514
C -0.45154 1.23775 1.76626
C 0.20233 0.10623 0.96502
C -0.00494 0.05660 -0.35598
C 0.59277 -0.97270 -1.32108
C 2.18157 -0.92748 -1.40609
C 2.80205 0.41402 -0.90961
C 4.30531 0.55983 -1.24003
O 4.98992 -0.58486 -0.69878
C -0.91996 1.14833 -0.95957
O -0.74460 1.43636 -2.09497
C -1.98167 1.85192 -0.07407
C -3.19440 2.46035 -0.79897
F -4.29904 2.54083 -0.06603
F -2.83243 3.62240 -1.35593
F -3.49163 1.62361 -1.83105
C -1.74161 1.89666 1.23244
N -2.65250 2.57570 2.14165
C -2.80359 1.90487 3.38428
O -2.48309 2.32387 4.41028
F -3.33191 0.66666 3.34379
C -2.34961 3.96204 2.31772
O -3.13361 4.71925 2.67345
F -1.11756 4.41022 2.01736
H 0.85059 -0.63347 1.45609
H 0.27989 -1.97916 -0.96893
H 0.22659 -0.81665 -2.35339
H 2.55586 -1.79790 -0.82997
H 2.48878 -1.08382 -2.46402
H 2.20367 1.25273 -1.31888
H 2.73788 0.40450 0.20243
H 4.69230 1.45286 -0.69384
H 4.52039 0.67849 -2.32366
H 5.81685 -0.71297 -1.18285
C 5.00754 -0.72457 4.55602
N 5.00819 0.17903 3.42488
C 5.87655 -0.10496 2.28991
C 4.22760 1.27970 3.38630
O 4.18278 2.07466 2.46406
H 6.01278 -0.77132 4.98167
H 4.71003 -1.72157 4.22200
H 4.31218 -0.38384 5.32253
H 6.56359 0.72939 2.14685
H 5.26730 -0.21178 1.39376
H 6.44209 -1.01902 2.46052
H 3.60865 1.40450 4.29168
C -2.65480 4.74292 6.53465
N -2.22425 4.66195 7.91717
C -1.44717 3.51346 8.34526
C -2.52258 5.62118 8.82127
O -2.18982 5.60772 9.99116
H -3.27978 3.87923 6.30298
H -1.77738 4.73996 5.88461
H -3.22546 5.65402 6.35945
H -1.97765 2.99497 9.14604
H -0.48340 3.85123 8.73069
H -1.28933 2.83296 7.51042
H -3.11513 6.44842 8.39451
C -7.36038 -0.92734 -4.41205
N -5.98159 -1.32145 -4.20990
C -5.00544 -0.31275 -3.83936
C -5.57710 -2.60512 -4.35695
O -4.42781 -2.99517 -4.20037
H -7.41096 -0.18568 -5.21318
H -7.75078 -0.48992 -3.48953
H -7.97001 -1.78777 -4.68455
H -4.21812 -0.27814 -4.59488
H -4.55620 -0.58172 -2.88196
H -5.47844 0.66445 -3.75939
H -6.39371 -3.29498 -4.64120
C 10.12585 0.47658 -2.83200
N 9.66082 0.47932 -1.45862
C 10.53138 1.00033 -0.41927
C 8.44273 0.01294 -1.11234
O 7.99822 -0.01045 0.02001
H 11.03460 -0.12492 -2.90424
H 10.34468 1.50090 -3.14120
H 9.36936 0.05894 -3.49481
H 10.72377 0.21869 0.31755
H 10.03789 1.83470 0.08186
H 11.47253 1.33704 -0.84939
H 7.86224 -0.35918 -1.97630
C -6.05805 -7.87630 -6.05703
N -6.97954 -6.77572 -5.85388
C -8.39258 -7.06150 -5.67788
C -6.56575 -5.49339 -5.82285
O -7.29235 -4.52697 -5.65497
H -6.34436 -8.42522 -6.95689
H -6.10055 -8.54636 -5.19566
H -5.03933 -7.50976 -6.17270
H -8.96391 -6.55930 -6.46038
H -8.72153 -6.67984 -4.70988
H -8.56972 -8.13410 -5.72716
H -5.47869 -5.38305 -5.96527

Values from the calculation:
total charge = 0
highest occupied orbital energy = -8.8 eV
HOMO-LUMO gap = 7.23 eV
strongest force on any atom = 0.06706 Eh/bohr


A molecular structure, C28H45F9OP2W, computed with ωB97M-V/def2-TZVPD.

Element x y z (Å)
W -0.30294 -0.23957 -0.74960
C 0.00873 -2.30854 -1.30173
C -0.02382 -1.48434 -2.48168
C 1.75276 -0.76077 -1.15015
C 1.13801 -1.89218 -0.51343
C 1.05987 -0.53450 -2.39350
C -0.83475 -3.50286 -1.02424
H -1.87562 -3.34317 -1.31656
H -0.82061 -3.76096 0.04034
H -0.46961 -4.38054 -1.57614
C 1.86406 -2.70964 0.49430
H 1.26542 -3.54058 0.87129
H 2.20729 -2.10963 1.34788
H 2.76125 -3.12824 0.00890
C 3.11900 -0.29096 -0.78473
H 3.85628 -0.87785 -1.34936
H 3.31708 -0.43382 0.28282
H 3.29347 0.76022 -1.00872
C 1.47774 0.39949 -3.46978
H 1.74869 -0.14501 -4.38606
H 2.34242 0.99905 -3.16499
H 0.65834 1.07817 -3.72600
C -1.00942 -1.59220 -3.57301
H -0.80084 -2.42148 -4.26398
H -1.01262 -0.67675 -4.16897
H -2.01248 -1.75312 -3.16199
C -3.06338 1.16453 -0.66102
C -3.05883 0.09496 -1.50982
C -3.86841 0.14521 -2.79057
C -3.23012 0.88317 -3.98992
C -1.93217 1.59007 -3.68616
C -1.89689 2.65277 -2.86643
C -3.14238 3.23374 -2.24723
C -3.71611 2.47440 -1.03005
H -4.84389 0.61103 -2.58852
H -3.97104 1.59624 -4.38780
H -4.10148 -0.88277 -3.10053
H -4.78920 2.30955 -1.21178
H -2.81382 1.04915 0.40531
H -2.80187 -0.93005 -1.16800
H -3.68187 3.13903 -0.15739
H -2.91597 4.26801 -1.94314
H -0.98522 3.23312 -2.71349
H -3.94228 3.31964 -3.00131
H -3.05726 0.16261 -4.80183
H -1.06190 1.28950 -4.27755
P -1.14861 -0.97149 1.62702
C -0.39752 -2.26967 2.67331
H -0.98969 -2.32695 3.59658
H 0.62978 -1.99530 2.93194
H -0.41783 -3.24880 2.18262
C -1.29840 0.33240 2.89861
H -1.79280 -0.11798 3.77125
H -1.89609 1.17280 2.52628
H -0.29087 0.67014 3.18270
C -2.85424 -1.63211 1.46642
H -3.50380 -0.89521 0.97934
H -3.22690 -1.86584 2.47396
H -2.83602 -2.54327 0.85275
P 0.67140 2.03076 -0.00541
C 1.37391 3.03226 -1.36710
H 1.40655 4.07616 -1.02947
H 0.74005 2.95954 -2.25570
H 2.38444 2.69512 -1.62538
C -0.66937 3.11243 0.57340
H -1.48025 3.12062 -0.16717
H -0.25612 4.12472 0.69477
H -1.05567 2.74848 1.53350
C 1.94425 2.22048 1.29404
H 2.25709 3.27331 1.32468
H 2.81538 1.59309 1.07899
H 1.53949 1.92077 2.26563
F 4.12776 1.57509 4.70466
C 3.18753 0.59110 4.81038
F 3.42742 -0.11940 5.94775
F 1.97910 1.19746 4.93389
C 3.25552 -0.27586 3.55619
O 2.30137 -0.42846 2.79475
C 4.67829 -0.63560 3.15220
F 5.50717 -0.73511 4.22268
F 4.72739 -1.81190 2.47211
F 5.16673 0.33510 2.32616
C 2.52895 -3.22777 4.16157
F 3.79517 -3.37826 4.57741
F 1.84303 -2.61224 5.14912
F 1.99283 -4.44474 3.95993

Values from the calculation:
multiplicity = 3
total charge = +2
highest occupied orbital energy (alpha / beta) = -14.0 / -13.9 eV
HOMO-LUMO gap (alpha / beta) = 6.71 / 6.90 eV
strongest force on any atom = 0.12762 Eh/bohr